Entry 1:
Molecular formula: C6H9N
Method: DFT, wB97M-V/def2-TZVPD

Structure (XYZ):
```
16
C6H9N (wB97M-V/def2-TZVPD)
C -2.5612 2.2436 -0.0854
C -1.2526 1.7887 -0.0220
C -0.2570 1.0026 0.2156
C 0.6658 0.1712 -0.5855
C 1.3329 -0.9029 0.2452
C 0.7347 -2.2480 0.3627
N 1.9071 -2.0251 -0.4859
H -3.4145 1.5955 0.1234
H -2.7701 3.2930 -0.2595
H -1.3001 2.6864 0.7377
H 1.4371 0.8444 -0.9892
H 0.1948 -0.2946 -1.4673
H 1.8633 -0.5290 1.1204
H -0.1832 -2.4709 -0.1775
H 0.8536 -2.7900 1.2984
H 2.7495 -2.3650 -0.0310
```

## Properties
**HOMO-LUMO gap (spin up / spin down)**: 7.92 / 7.92 eV
**E_tot**: -7851.5786 eV
**Maximum force**: 0.80 eV/A
**Energy relative to the best compared isomer or geometry (same formula, charge and spin)**: 151.8 kcal per mole
**Highest occupied orbital energy (spin up / spin down)**: -0.279 / -0.279 Ha

Entry 2:
Molecular formula: C42H44AuClIO7PTe
Method: DFT, wB97M-V/def2-TZVPD

Structure (XYZ):
```
98
C42H44AuClIO7PTe (wB97M-V/def2-TZVPD)
Au -0.1964 -0.3064 -0.3595
C 4.0530 3.1766 -3.4944
C 4.2766 1.7343 -3.0953
C 5.4994 1.1480 -3.8022
O 4.4630 1.6047 -1.6888
C 3.5632 0.6115 -1.1499
C 3.0519 -0.0487 -2.4531
O 3.1246 1.0106 -3.4005
C 1.6831 -0.7182 -2.6197
O 0.6738 0.1358 -2.2346
C 1.6248 -2.1041 -1.9251
C 2.6521 -2.6580 -1.1709
C 2.4987 -3.8948 -0.5524
C 1.3109 -4.5981 -0.6741
C 0.2752 -4.0545 -1.4253
C 0.4351 -2.8276 -2.0451
C 1.5258 -1.0318 -4.1350
C 0.3320 -0.6883 -4.7602
C 0.1072 -1.0158 -6.0927
C 1.0790 -1.6846 -6.8258
C 2.2780 -2.0235 -6.2107
C 2.4955 -1.7027 -4.8772
C 2.6451 1.1932 -0.0062
O 1.7591 0.2347 0.4368
C 3.5617 1.4600 1.2344
C 2.9063 1.7515 2.4297
C 3.6015 1.9794 3.6056
C 4.9937 1.9314 3.6128
C 5.6616 1.6549 2.4306
C 4.9538 1.4214 1.2505
C 2.0298 2.5953 -0.3355
C 0.6566 2.7808 -0.4562
C 0.1057 4.0470 -0.6296
C 0.9176 5.1687 -0.6800
C 2.2906 5.0084 -0.5408
C 2.8331 3.7442 -0.3629
H 4.8759 3.7942 -3.1275
H 3.1166 3.5320 -3.0702
H 4.0031 3.2453 -4.5835
H 6.3929 1.7157 -3.5308
H 5.3509 1.1894 -4.8832
H 5.6436 0.1078 -3.5026
H 4.1748 -0.1280 -0.6347
H 3.8140 -0.7909 -2.7252
H 3.5845 -2.1280 -1.0310
H 3.3078 -4.2913 0.0516
H 1.1805 -5.5479 -0.1686
H -0.6742 -4.5712 -1.5024
H -0.3907 -2.3980 -2.6032
H -0.4141 -0.1681 -4.1710
H -0.8363 -0.7518 -6.5563
H 0.9040 -1.9489 -7.8627
H 3.0467 -2.5451 -6.7689
H 3.4319 -1.9972 -4.4141
H 1.8237 1.7822 2.4203
H 3.0552 2.1876 4.5203
H 5.5473 2.1044 4.5293
H 6.7461 1.6191 2.4155
H 5.5104 1.2247 0.3434
H -0.0040 1.9263 -0.4084
H -0.9700 4.1545 -0.7142
H 0.4862 6.1557 -0.8057
H 2.9454 5.8732 -0.5628
H 3.9000 3.6463 -0.2294
I -1.4767 -1.6570 1.4909
C -1.4426 2.3787 -3.4082
C -2.5951 2.8286 -2.5248
O -3.6201 1.8371 -2.3382
P -3.3880 0.6070 -1.2926
O -2.1624 -0.1684 -1.6801
Te -5.4988 -0.4253 -1.1589
O -2.9300 1.4162 0.0373
C -3.8335 2.0401 0.9487
C -3.0982 2.2174 2.2603
H -0.7435 3.2109 -3.5412
H -1.8170 2.0700 -4.3875
H -0.8968 1.5473 -2.9632
H -3.1048 3.6773 -2.9805
H -2.2175 3.1523 -1.5513
H -4.7181 1.4192 1.0780
H -4.1573 3.0041 0.5423
H -2.7651 1.2422 2.6235
H -3.7639 2.6664 3.0042
H -2.2243 2.8631 2.1332
Cl 1.2315 1.2744 9.4728
C 0.9897 1.0607 7.7543
C -0.0105 1.7824 7.1076
C -0.2097 1.6024 5.7561
C 0.5805 0.6929 4.9999
C 0.3757 0.5073 3.6310
C 1.5957 -0.0124 5.7028
C 1.7956 0.1664 7.0538
H -0.6175 2.4764 7.6738
H -0.9840 2.1605 5.2415
H -0.4061 1.0420 3.1030
H 0.9881 -0.1608 3.0374
H 2.2190 -0.7008 5.1436
H 2.5724 -0.3747 7.5794
```

## Properties
**HOMO-LUMO gap (spin up / spin down)**: 5.77 / 5.69 eV
**E_tot**: -99501.1880 eV
**Maximum force**: 0.70 eV/A
**Energy relative to the best compared isomer or geometry (same formula, charge and spin)**: 0.0 kcal per mole
**Spin multiplicity**: 3
**Expectation value of S²**: 2.047
**Highest occupied orbital energy (spin up / spin down)**: -0.078 / -0.078 Ha
**Net charge**: -2

Entry 3:
Molecular formula: C4H3NO
Method: DFT, wB97M-V/def2-TZVPD

Structure (XYZ):
```
9
C4H3NO (wB97M-V/def2-TZVPD)
C -0.1337 0.7151 -0.9049
C -0.4059 -1.0938 0.5563
C -0.6067 -0.4657 -1.3317
C 0.1387 0.1860 0.3950
N -1.0352 -1.4414 -0.6325
O 0.9051 0.8156 1.2807
H 0.2771 1.4290 -1.4689
H -0.1410 -1.8294 1.2229
H 1.0016 1.6845 0.8831
```

## Properties
**HOMO-LUMO gap (spin up / spin down)**: 7.42 / 7.39 eV
**E_tot**: -7729.1564 eV
**Maximum force**: 3.58 eV/A
**Energy relative to the best compared isomer or geometry (same formula, charge and spin)**: 82.7 kcal per mole
**Highest occupied orbital energy (spin up / spin down)**: -0.315 / -0.315 Ha

Q: E_tot of number 1 (C6H9N)?
A: -7851.5786 eV

Q: The lowest E_tot belongs to which entry?
A: C42H44AuClIO7PTe